1.
{
  "formula": "C44H116AlB7MnO22S11V",
  "method": "ωB97M-V/def2-TZVPD",
  "energy_ev": -280046.0424,
  "multiplicity": 8,
  "s_squared": 16.01,
  "gap_ha": [0.1662, 0.1748],
  "charge": 1,
  "lumo_energy_ev": [-6.7, -6.4],
  "species": ["Mn", "V", "S", "S", "S", "S", "S", "S", "S", "S", "S", "S", "S", "Al", "O", "O", "O", "O", "O", "O", "O", "O", "O", "O", "O", "O", "O", "O", "O", "O", "O", "O", "O", "O", "O", "O", "C", "C", "C", "C", "C", "C", "C", "C", "C", "C", "C", "C", "C", "C", "C", "C", "C", "C", "C", "C", "C", "C", "C", "C", "C", "C", "C", "C", "C", "C", "C", "C", "C", "C", "C", "C", "C", "C", "C", "C", "C", "C", "C", "C", "B", "B", "B", "B", "B", "B", "B", "H", "H", "H", "H", "H", "H", "H", "H", "H", "H", "H", "H", "H", "H", "H", "H", "H", "H", "H", "H", "H", "H", "H", "H", "H", "H", "H", "H", "H", "H", "H", "H", "H", "H", "H", "H", "H", "H", "H", "H", "H", "H", "H", "H", "H", "H", "H", "H", "H", "H", "H", "H", "H", "H", "H", "H", "H", "H", "H", "H", "H", "H", "H", "H", "H", "H", "H", "H", "H", "H", "H", "H", "H", "H", "H", "H", "H", "H", "H", "H", "H", "H", "H", "H", "H", "H", "H", "H", "H", "H", "H", "H", "H", "H", "H", "H", "H", "H", "H", "H", "H", "H", "H", "H", "H", "H", "H", "H", "H", "H", "H", "H", "H", "H", "H", "H"],
  "positions_angstrom": [[0.996, 1.284, -1.144], [4.108, 2.634, 1.602], [1.379, 2.699, -4.596], [3.513, -4.306, -3.436], [-1.206, -3.231, 2.970], [-5.299, 0.674, 4.131], [1.569, -5.907, 3.489], [-1.754, -0.179, -2.732], [-1.353, 3.456, 0.212], [-6.867, 2.839, -0.892], [6.478, -1.652, -1.439], [-4.208, 3.820, -3.639], [1.399, -0.955, 5.004], [2.474, -2.530, 0.574], [-0.242, 2.730, -0.453], [-1.436, -2.919, 4.389], [-5.380, 3.053, -4.030], [6.852, -2.691, -2.372], [1.883, -4.980, 2.416], [-2.915, -0.193, -1.841], [1.279, 2.598, -3.130], [-1.830, 4.741, -0.185], [-5.228, 2.076, 4.619], [-0.492, 0.456, -2.356], [4.124, -5.590, -3.670], [-5.773, 3.769, -0.661], [0.167, 2.621, -5.406], [0.130, -3.193, 2.378], [3.517, -3.782, -2.073], [1.669, -1.825, 6.175], [0.569, -6.911, 3.256], [-5.403, 0.271, 2.709], [1.702, -1.285, 3.600], [-8.019, 3.224, -1.701], [5.295, -1.820, -0.578], [-3.167, 3.328, -2.786], [-1.367, -1.856, -3.483], [-6.118, -1.256, 6.017], [1.315, -5.161, 5.115], [4.334, -3.054, -4.655], [2.796, 2.324, -6.644], [-4.046, 6.469, -4.359], [-1.994, 2.318, 2.544], [3.076, -6.813, 4.040], [-0.273, 0.046, 5.148], [2.218, -3.672, -5.742], [3.397, -2.709, -5.739], [7.834, 0.601, -2.210], [1.887, -4.236, -4.288], [-2.368, -2.186, 1.991], [-2.109, -4.853, 2.583], [-4.597, 5.611, -3.221], [1.464, 1.724, 5.933], [8.019, -1.133, -0.470], [-2.168, -2.030, -4.753], [2.699, 1.617, -5.277], [-2.070, -0.680, -5.416], [3.493, -6.294, 5.428], [-2.780, 2.313, 0.264], [-6.703, -0.115, 5.058], [2.279, 4.219, -5.159], [2.406, 0.617, 5.541], [-3.495, -4.296, 2.052], [8.365, 0.387, -0.782], [-2.374, 0.464, -4.385], [0.210, 1.524, 5.161], [-3.196, -3.084, 1.185], [-5.984, 0.300, -0.431], [-3.227, 2.534, 1.693], [-4.766, -1.616, 5.419], [-4.143, 5.612, -5.616], [-3.295, 4.327, -5.156], [-1.076, 3.450, 2.002], [-4.067, -0.346, 5.064], [6.390, -0.030, -2.370], [-7.411, 1.982, 0.655], [2.209, -6.030, 6.094], [3.008, 3.861, -6.420], [-7.278, 0.491, 0.327], [-6.031, 1.326, -1.581], [5.468, 2.300, 3.354], [3.651, 0.295, 1.624], [2.507, -0.436, -2.051], [0.112, -3.624, -1.032], [2.609, 2.775, 0.035], [2.970, 4.165, 2.938], [0.310, -0.069, 0.639], [2.339, 0.589, -5.319], [-4.634, 7.380, -4.464], [-5.925, -0.739, -0.758], [0.247, -4.992, 5.251], [1.467, 4.940, -5.243], [1.905, 2.225, -7.264], [-5.988, -0.731, 6.963], [1.283, -0.027, 0.175], [2.662, -7.820, 4.091], [-7.263, 0.652, 5.593], [1.917, 2.290, 0.706], [1.313, -3.495, -3.731], [2.932, 4.590, -4.369], [5.734, 0.633, -1.806], [-4.022, 5.844, -2.325], [3.176, -0.082, 0.732], [-1.650, 1.288, 2.447], [3.187, -1.640, -5.712], [-0.741, -0.376, 6.037], [1.686, -4.145, 4.977], [-2.236, 2.508, 3.589], [-2.876, -0.687, -6.151], [-1.108, -0.637, -5.927], [-0.033, 3.559, 2.297], [3.619, 1.843, -7.173], [2.313, 5.020, 2.898], [2.123, 2.925, -0.916], [3.050, -0.872, -2.875], [7.794, 1.686, -2.313], [2.190, -5.514, 7.055], [3.668, -0.502, 2.350], [-2.046, 1.474, -4.630], [2.544, 3.205, 2.689], [-5.102, 0.548, 0.160], [4.002, -2.755, -6.644], [6.046, 2.314, 4.265], [-1.707, -5.437, 1.755], [1.006, -3.483, -1.619], [-3.070, -0.270, 4.630], [-6.706, 2.399, 1.373], [3.382, 2.031, -0.078], [-1.730, -2.797, -5.390], [3.596, 1.707, -4.664], [4.572, -2.231, -3.981], [-4.146, -2.571, 1.039], [3.850, -6.743, 3.276], [-5.133, 1.555, -2.154], [-2.860, -3.409, 0.200], [-3.576, 6.116, -6.399], [9.406, 0.695, -0.676], [2.647, 4.285, -7.358], [0.053, -1.068, 0.954], [8.502, 0.160, -2.949], [6.001, -0.089, -3.387], [1.918, 2.684, 5.684], [-4.858, -2.363, 4.631], [-3.995, 0.131, 6.041], [-1.820, -1.402, 1.469], [-0.620, 2.129, 5.525], [-1.704, -2.553, -2.715], [3.056, 0.863, 4.701], [4.459, 1.941, 3.488], [-8.329, 2.478, 0.971], [7.833, 1.064, -0.114], [-3.591, 3.519, 1.986], [5.930, 1.681, 2.601], [2.916, 3.674, 0.548], [-4.003, 1.774, 1.779], [-0.395, 0.291, -0.094], [4.092, 3.967, -6.442], [-1.544, 4.392, 2.288], [1.539, -0.880, -1.878], [-7.422, 0.004, 1.291], [3.770, 4.394, 2.251], [0.424, 0.683, 1.405], [2.408, 0.636, -2.131], [1.318, 1.745, 7.013], [-3.441, 0.584, -4.195], [3.026, 0.360, 6.400], [1.771, -7.005, 6.308], [3.451, 4.099, 3.902], [3.037, 1.092, 2.014], [-4.232, -2.118, 6.226], [-0.876, -0.379, 4.345], [1.359, -3.126, -6.131], [-0.306, -1.933, -3.720], [-3.379, 2.623, -0.593], [-3.234, 3.435, -5.780], [4.189, -6.908, 5.999], [5.383, 3.301, 2.960], [1.305, -5.157, -4.258], [-2.282, 4.625, -4.883], [-0.281, -2.649, -0.789], [0.414, 1.772, 4.120], [4.619, 0.751, 1.482], [3.999, -5.329, 5.400], [0.371, -4.056, -0.078], [-2.828, -1.590, 2.779], [8.826, -1.747, -0.870], [-4.105, -3.877, 2.853], [-2.458, 1.306, 0.000], [3.091, -0.618, -1.163], [-3.004, 6.743, -4.194], [-7.306, -0.703, 4.366], [2.330, -4.468, -6.478], [-3.188, -2.261, -4.444], [-6.733, 0.970, -2.336], [8.045, -1.499, 0.556], [-8.176, 0.283, -0.255], [5.283, -3.478, -4.985], [-4.046, -5.057, 1.498], [-2.184, -5.460, 3.485], [-0.634, -4.220, -1.534], [-5.641, 5.726, -2.928], [-5.109, 5.444, -6.093], [-6.714, -2.078, 6.413]]
}

2.
{
  "formula": "C12H36O6S6",
  "method": "ωB97M-V/def2-TZVPD",
  "energy_ev": -90316.7529,
  "gap_ha": 0.3118,
  "e_above_lowest_kj_mol": 238.4,
  "lumo_energy_ev": 0.3,
  "species": ["S", "S", "S", "S", "S", "S", "O", "O", "O", "O", "O", "O", "C", "C", "C", "C", "C", "C", "C", "C", "C", "C", "C", "C", "H", "H", "H", "H", "H", "H", "H", "H", "H", "H", "H", "H", "H", "H", "H", "H", "H", "H", "H", "H", "H", "H", "H", "H", "H", "H", "H", "H", "H", "H", "H", "H", "H", "H", "H", "H"],
  "positions_angstrom": [[3.636, -0.624, -5.106], [-3.136, -0.287, -0.771], [2.973, -3.482, 1.454], [2.158, 4.490, 1.935], [1.586, 0.196, 0.488], [-3.249, -0.509, 3.231], [3.534, -2.141, -5.246], [3.523, -4.414, 2.552], [-2.988, 0.961, 2.835], [-2.431, 0.057, -2.111], [1.635, -1.137, -0.259], [1.631, 3.146, 2.256], [-0.007, 0.326, 1.466], [-4.973, -0.881, 2.604], [0.848, 5.746, 2.512], [2.344, 0.094, -6.215], [-3.124, -2.199, -0.571], [2.077, 4.752, 0.080], [-4.911, -0.013, -1.216], [4.425, -3.075, 0.356], [1.120, 1.515, -0.730], [2.785, -0.278, -3.429], [-3.644, -0.645, 5.059], [2.212, -4.553, 0.137], [2.510, -4.079, -0.798], [0.875, 2.474, -0.275], [3.300, -0.842, -2.652], [2.661, -0.309, -7.177], [-4.280, 0.170, 5.405], [1.128, -4.467, 0.074], [-0.193, 1.342, 1.816], [-5.177, -0.806, -1.915], [1.759, -0.645, -3.388], [0.655, 5.917, 3.572], [1.845, 1.665, -1.530], [1.098, 4.556, -0.358], [-5.476, -0.342, -0.344], [-3.827, -2.494, 0.208], [-2.768, -0.495, 5.690], [-0.052, 5.293, 2.097], [-3.499, -2.612, -1.507], [0.148, 1.175, -1.088], [2.668, -5.544, 0.145], [-5.099, -1.932, 2.344], [1.336, -0.158, -5.887], [2.463, 1.167, -6.060], [5.258, -2.693, 0.947], [0.957, 6.745, 2.091], [4.244, -2.437, -0.509], [2.804, 0.805, -3.306], [4.729, -4.073, 0.040], [2.847, 4.209, -0.467], [2.284, 5.808, -0.092], [-4.151, -1.530, 5.442], [-2.123, -2.629, -0.543], [-0.870, 0.001, 0.885], [-5.126, 1.032, -1.439], [-0.027, -0.345, 2.325], [-5.115, -0.320, 1.680], [-5.811, -0.648, 3.261]]
}

3.
{
  "formula": "C5H10O2",
  "method": "ωB97M-V/def2-TZVPD",
  "energy_ev": -9437.4242,
  "gap_ha": 0.3397,
  "e_above_lowest_kj_mol": 542.1,
  "lumo_energy_ev": 0.8,
  "species": ["O", "O", "C", "C", "C", "C", "C", "H", "H", "H", "H", "H", "H", "H", "H", "H", "H"],
  "positions_angstrom": [[-1.370, 1.121, 0.293], [-0.984, -0.414, 2.765], [-1.993, -0.785, 2.201], [-0.214, -0.901, -0.096], [0.704, -0.133, -1.371], [1.738, 1.053, -1.348], [-0.359, 0.423, 0.454], [-2.464, -1.705, 2.754], [-0.040, 0.121, -2.129], [0.397, -1.621, 0.473], [2.551, 0.909, -0.630], [1.269, -1.002, -1.663], [2.228, 1.111, -2.342], [-2.125, 0.373, 1.324], [0.514, 0.775, 1.004], [-1.133, -1.359, -0.511], [1.280, 2.034, -1.176]]
}